[1]
96
Properties=species:S:1:pos:R:3 method="wB97M-V/def2-TZVPD" multiplicity=5 e_lumo_ev="-8.35 / -13.22" de_lowest_kj_mol=0.0 s_squared=6.05 homo_lumo_gap_ev="7.620 / 3.657" charge=+3
C -0.52 5.01 2.29
C 3.64 -0.10 -0.91
C -2.40 1.75 1.63
C 1.34 -5.14 -0.39
H 3.95 2.77 -1.31
C -0.08 5.23 4.72
C 2.92 3.13 -1.38
C -2.01 -0.32 -2.32
C -3.01 -0.18 3.09
C -2.78 -0.67 -1.19
H 1.86 -1.63 -2.65
C -2.56 -0.16 -3.63
H -3.81 -0.94 -1.40
H -2.39 -4.37 1.85
H -0.31 -7.31 -3.14
H -1.33 5.74 2.33
H -2.51 2.25 0.66
C -2.91 -2.64 0.66
H -2.01 -3.20 -1.30
C 4.70 0.18 -1.99
H -0.14 2.29 -2.72
H 0.35 -0.51 -5.36
C -4.54 0.61 1.23
H -4.60 1.08 0.24
C -0.16 4.42 1.07
H 2.66 3.22 -4.04
C 0.34 -4.55 -1.20
H 1.47 -8.29 -1.73
H 2.96 4.13 -1.84
N 0.28 -2.11 -0.48
H -5.14 -0.30 1.21
H 2.79 -1.86 0.09
H 1.77 1.73 -4.36
H 4.87 1.24 -2.16
H -2.86 2.41 2.40
C -2.06 -3.32 1.74
H 2.28 2.41 1.95
C 1.49 3.15 2.07
H 4.98 0.25 0.73
H 1.83 3.40 4.18
H -0.99 -3.33 1.50
C 3.56 -1.61 -0.65
H 2.27 -0.36 -3.80
H -1.97 -0.32 3.41
C -0.35 -0.44 -4.53
C 1.14 -7.26 -1.58
H 0.33 3.05 -1.16
H 5.65 -0.25 -1.63
H -5.01 -2.14 0.30
H 4.54 -1.95 -0.27
O 0.91 0.00 2.80
H -2.12 -0.12 -5.71
H 3.46 1.66 -3.81
H 2.47 3.24 -0.39
H -3.47 0.56 3.77
N -0.64 -0.24 -2.18
H 1.78 -4.52 0.40
H 3.26 0.39 1.19
Pd 0.10 -0.08 -0.17
H -1.33 1.67 1.86
H 4.06 1.70 0.29
H 0.68 3.86 -2.70
C -4.39 -2.63 1.06
N -0.29 5.70 5.78
H -1.08 -4.94 -2.80
H -3.54 -1.12 3.22
H -4.72 -3.68 1.09
C 1.64 -0.59 -2.93
H -0.70 4.69 0.15
C -3.08 0.38 1.65
C 3.99 0.61 0.40
C 0.14 -6.68 -2.37
H 4.46 -0.32 -2.94
C 0.16 -0.42 -3.23
N 0.82 3.53 0.97
H -3.64 -0.08 -3.70
H -5.01 1.28 1.96
C 0.64 0.06 1.68
H -3.03 -4.43 -0.53
H -4.60 -2.20 2.04
C 0.04 -3.15 -1.00
C 0.21 4.66 3.43
H -3.74 -3.01 -1.34
C 2.51 2.19 -3.69
P -2.16 -0.84 0.46
C -2.92 -3.35 -0.70
P 1.97 0.51 -1.46
C 2.02 2.25 -2.24
C 1.23 3.71 3.32
C 1.74 -6.46 -0.59
C 0.62 2.88 -2.20
C -0.28 -5.36 -2.18
H 3.35 -2.19 -1.56
C -1.71 -0.22 -4.72
H -2.18 -2.84 2.72
H 2.53 -6.86 0.04



[2]
43
Properties=species:S:1:pos:R:3 method="wB97M-V/def2-TZVPD" multiplicity=3 e_lumo_ev="-3.70 / -5.96" de_lowest_kj_mol=13.1 s_squared=2.05 homo_lumo_gap_ev="6.860 / 4.729" charge=+1
H -5.13 -0.97 -0.01
H 3.21 3.83 -0.30
C -0.13 -1.20 2.98
N 1.12 2.72 -0.31
C 0.02 -0.93 4.39
H 4.56 1.79 1.94
C -1.38 4.00 -0.24
Au 0.14 -0.15 -0.14
H 6.22 2.05 1.40
C -3.62 2.05 -0.19
Cl 0.20 -4.52 6.03
C -3.03 -0.61 -0.23
O -0.06 -2.38 0.14
H 0.15 -1.71 6.37
H -5.67 1.47 -0.01
C 4.74 2.38 -0.13
O -0.38 -0.25 2.21
H 0.07 -4.13 1.05
S 2.48 0.34 -0.16
H -1.94 4.25 0.67
C 0.07 -3.58 3.52
H 0.00 0.11 4.69
C 0.10 -1.93 5.31
H -0.42 4.51 -0.21
H 5.37 3.01 -0.75
N 0.02 2.00 -0.33
N -2.05 0.28 -0.33
H -1.95 4.35 -1.10
H 4.81 1.36 -0.51
C -1.16 2.52 -0.31
C -4.36 -0.23 -0.10
H -3.83 3.11 -0.19
C 0.11 -3.27 4.88
C -4.65 1.13 -0.09
C 5.20 2.42 1.32
C -0.01 -3.04 1.17
H 5.17 3.44 1.71
H -2.74 -1.65 -0.28
H 0.13 -4.62 3.21
C -2.30 1.60 -0.29
N 3.37 2.84 -0.29
C 2.27 2.08 -0.25
C -0.04 -2.59 2.55



[3]
10
Properties=species:S:1:pos:R:3 method="wB97M-V/def2-TZVPD" e_lumo_ev=0.64 de_lowest_kj_mol=476.0 homo_lumo_gap_ev=8.778
N -1.30 -1.78 1.49
N 1.02 0.69 1.04
H -0.38 0.52 -3.36
C -0.54 -1.06 0.86
C -0.08 0.11 -1.15
H 1.95 0.31 1.09
C 0.17 -0.13 0.23
H 1.06 1.63 0.66
H -1.63 -0.63 1.45
C -0.26 0.35 -2.32



[4]
9
Properties=species:S:1:pos:R:3 method="wB97M-V/def2-TZVPD" e_lumo_ev=4.15 de_lowest_kj_mol=193.1 homo_lumo_gap_ev=7.234 charge=-1
H -1.36 -1.02 -0.24
O -1.92 1.40 0.04
H 0.52 0.65 -0.87
C 0.30 0.43 0.18
N -0.98 0.87 0.84
C -0.20 -2.07 1.72
C -0.78 -0.48 0.50
N 0.05 -2.82 2.56
H 1.13 0.54 0.86